Computed, not measured: a cluster of 6 separate species, C43H81F5N2 in total, with the ωB97M-V functional and the def2-TZVPD basis.

Last column: Mulliken charge in e.
Element x y z (Å)
F1 -0.83934 0.85859 3.29332  -0.23
C1 -1.38355 0.05797 2.38879  0.44
F2 -2.37028 -0.63410 2.93854  -0.25
F3 -0.44671 -0.81673 1.99402  -0.25
C2 -1.86739 0.87860 1.17252  0.99
F4 -2.52116 0.06618 0.33215  -0.30
F5 -0.71517 1.25490 0.54656  -0.20
C3 -2.64715 2.14622 1.51322  -0.88
C4 -4.15961 2.06646 1.26158  -0.58
C5 -4.85534 0.95912 2.06774  -0.68
C6 -6.30597 1.27236 2.34044  -0.05
C7 -6.64291 2.19826 3.30409  -0.23
C8 -7.99320 2.49470 3.57536  -0.86
C9 -8.99282 1.86887 2.87599  -0.49
C10 -8.68617 0.91445 1.88152  0.33
N1 -9.70926 0.30509 1.20973  -0.66
C11 -9.33100 -0.56884 0.32099  -0.29
C12 -7.98224 -0.87699 0.05539  -0.32
N2 -6.98451 -0.31052 0.67122  -0.24
C13 -7.33651 0.61356 1.61537  0.10
H1 -2.25075 2.90377 0.84423  0.41
H2 -2.46407 2.45735 2.53401  0.38
H3 -4.35963 1.99191 0.19759  -0.07
H4 -4.55908 3.02301 1.59510  0.60
H5 -4.79579 0.02846 1.51968  0.55
H6 -4.35776 0.87524 3.02941  0.46
H7 -5.87769 2.70512 3.87424  0.50
H8 -8.26719 3.20398 4.34073  0.40
H9 -10.02966 2.08775 3.07108  0.45
H10 -10.09793 -1.08453 -0.24056  0.39
H11 -7.75963 -1.62678 -0.69200  0.48
C14 4.56869 -3.77332 -1.23955  -1.02
C15 4.76983 -2.26512 -1.33458  -0.05
C16 4.94141 -1.60300 0.03127  -0.80
C17 3.74685 -1.75384 0.97479  -0.45
C18 2.42167 -1.22293 0.43137  0.33
C19 2.42084 0.27523 0.15232  -1.21
H12 3.66241 -4.01530 -0.68257  -0.06
H13 4.47600 -4.21902 -2.23111  0.45
H14 5.41314 -4.24804 -0.73519  0.33
H15 3.92886 -1.81751 -1.87122  0.30
H16 5.66003 -2.05888 -1.93653  0.10
H17 5.16292 -0.54120 -0.11592  0.25
H18 5.82397 -2.02762 0.52154  0.48
H19 3.97854 -1.23728 1.91204  0.49
H20 3.62152 -2.80896 1.23805  -0.20
H21 1.64332 -1.43271 1.16305  -0.06
H22 2.14406 -1.76813 -0.47580  0.27
H23 2.65076 0.83874 1.06017  0.30
H24 1.43842 0.58313 -0.19640  0.24
H25 3.14708 0.55335 -0.61426  0.33
C20 0.31917 7.89341 4.10620  -1.23
C21 -0.24073 7.21440 2.85945  -0.57
C22 -0.86471 5.84876 3.14029  -0.36
C23 0.10015 4.80109 3.69808  -0.53
C24 1.31889 4.51573 2.82138  -0.51
C25 0.95242 3.96060 1.44826  -0.74
H26 1.12293 7.30998 4.55733  0.28
H27 0.72590 8.87524 3.86058  0.39
H28 -0.46167 8.03249 4.85672  0.29
H29 0.54779 7.12130 2.10804  0.25
H30 -1.00535 7.86022 2.41989  0.42
H31 -1.32037 5.47262 2.21893  0.08
H32 -1.68795 5.97478 3.85146  0.49
H33 -0.45209 3.86683 3.84835  0.13
H34 0.44110 5.10863 4.69053  0.39
H35 1.95218 3.79003 3.33846  0.37
H36 1.92391 5.41910 2.70506  0.27
H37 0.38160 3.04100 1.54684  -0.15
H38 1.85059 3.73529 0.87124  0.38
H39 0.36024 4.67214 0.86910  0.35
C26 2.43465 -9.15871 1.49648  -1.19
C27 1.14744 -8.38698 1.77368  -0.42
C28 1.03288 -7.08927 0.97560  -0.99
C29 2.12285 -6.05679 1.26577  -0.10
C30 2.23003 -5.62123 2.72617  -0.59
C31 0.96926 -4.93842 3.24955  -1.15
H40 3.31843 -8.58360 1.77627  0.28
H41 2.45662 -10.08953 2.06500  0.38
H42 2.51558 -9.41107 0.43723  0.29
H43 1.06872 -8.18004 2.84439  0.24
H44 0.29451 -9.02318 1.52323  0.39
H45 0.05045 -6.64571 1.16019  0.35
H46 1.05736 -7.32651 -0.09275  0.39
H47 1.93560 -5.17188 0.64831  0.10
H48 3.09208 -6.44733 0.94227  0.40
H49 3.06931 -4.92630 2.81819  0.34
H50 2.47351 -6.47856 3.35972  0.39
H51 0.73021 -4.05510 2.65293  0.18
H52 1.10636 -4.61602 4.28279  0.40
H53 0.10786 -5.60750 3.22661  0.31
C32 9.58128 1.26609 -5.32681  -1.21
C33 9.65100 0.05241 -4.40415  -0.56
C34 8.28832 -0.38180 -3.86685  -0.60
C35 7.57148 0.66156 -3.00884  -0.44
C36 8.35489 1.13870 -1.78657  -0.51
C37 8.66072 0.02180 -0.79324  -0.76
H54 9.19587 2.14544 -4.80884  0.28
H55 10.57186 1.51876 -5.70758  0.38
H56 8.93414 1.06607 -6.18321  0.29
H57 10.33420 0.26123 -3.57646  0.25
H58 10.08774 -0.78440 -4.95540  0.38
H59 8.41207 -1.30469 -3.29287  0.30
H60 7.64025 -0.63969 -4.71058  0.44
H61 6.61831 0.23833 -2.67454  0.12
H62 7.31418 1.52801 -3.62458  0.38
H63 7.76742 1.90962 -1.28092  0.36
H64 9.28665 1.62009 -2.09594  0.31
H65 7.73904 -0.44794 -0.44276  -0.08
H66 9.18640 0.41464 0.07840  0.40
H67 9.29012 -0.75265 -1.23415  0.28
C38 -6.68355 -0.65010 -6.17689  -1.22
C39 -7.15970 0.64919 -5.53312  -0.35
C40 -6.02614 1.62549 -5.22303  -0.71
C41 -4.98576 1.10910 -4.22797  -0.90
C42 -5.54786 0.69170 -2.87008  0.06
C43 -6.21463 1.83333 -2.10953  -0.74
H68 -6.01357 -1.20516 -5.51869  0.30
H69 -7.52938 -1.29985 -6.40619  0.38
H70 -6.15293 -0.44945 -7.10974  0.30
H71 -7.72152 0.42180 -4.62285  0.23
H72 -7.86343 1.14047 -6.21004  0.39
H73 -6.45617 2.55969 -4.85106  0.30
H74 -5.51465 1.88281 -6.15591  0.41
H75 -4.23431 1.89030 -4.07546  0.37
H76 -4.45075 0.26121 -4.66458  0.35
H77 -4.72891 0.29577 -2.26292  0.19
H78 -6.25966 -0.12990 -2.99232  0.19
H79 -5.51012 2.65126 -1.93937  0.26
H80 -6.56570 1.48632 -1.13817  -0.13
H81 -7.07570 2.23348 -2.64757  0.42

Properties
E_tot (eV): -62474.903
SMILES: FC(F)(F)C(F)(F)CCCc1cccc2nccnc12.CCCCCC.CCCCCC.CCCCCC.CCCCCC.CCCCCC



Computed, not measured: a cluster of 3 separate species, C43H82ClFN3O7S in total, with the ωB97M-V functional and the def2-TZVPD basis.

Last column: Mulliken charge in e.
Element x y z (Å)
C1 2.29016 9.03140 2.67108  -0.98
C2 1.21477 8.50879 1.51977  -0.37
C3 1.90338 7.62822 0.31999  -0.66
N1 1.89793 6.13149 0.54103  0.59
C4 2.33306 5.27161 -0.47204  -1.21
C5 2.33045 3.63929 -0.10377  1.85
C6 3.85876 3.21748 0.29150  -0.63
C7 5.04164 4.14519 -0.36806  -0.89
C8 5.10945 4.07585 -2.02381  0.10
C9 5.88555 5.41803 -2.58014  -0.68
S1 5.00131 6.30674 -3.97125  1.00
O1 3.45951 6.13966 -3.98147  -0.52
O2 5.67949 5.96777 -5.33236  -0.53
Cl1 5.33230 8.38351 -3.63717  -0.19
C10 1.59301 3.02547 -1.42507  -0.90
C11 1.66247 1.40693 -1.60839  0.52
C12 2.12286 0.28682 -0.51020  -0.18
C13 2.14643 -1.35188 -0.81396  -0.41
C14 1.69268 -1.93530 -2.28049  -0.24
C15 1.19875 -0.80889 -3.40453  -0.50
C16 1.19161 0.81355 -3.09934  -0.54
C17 1.17503 3.75763 1.07163  -0.36
C18 1.04912 2.58783 2.21141  -0.57
C19 -0.35316 2.85659 3.08329  -0.51
C20 -1.56766 2.02155 2.31509  -0.63
C21 -2.74555 3.13098 1.89812  -0.28
C22 -3.88867 2.48318 0.88736  -0.51
C23 -5.35634 2.81972 1.58406  -0.48
C24 -6.51556 3.10130 0.44521  -0.55
C25 -7.97534 3.39103 1.19091  -0.57
C26 -9.24000 3.21994 0.12124  -0.47
C27 -10.58786 3.84210 0.86618  -0.51
C28 -11.92741 3.52832 -0.07530  -0.51
C29 -12.02332 4.67883 -1.27493  -0.40
O3 -12.50026 5.92545 -0.65572  -0.30
C30 -13.61596 6.52197 -1.42652  -0.62
C31 1.49011 5.26921 1.71524  -0.18
F1 2.23982 5.34433 2.99179  -0.42
H1 1.70261 9.09947 3.70593  0.28
H2 3.24803 8.35341 2.75832  0.27
H3 2.67681 10.13759 2.45590  0.32
H4 0.26153 7.98065 2.00321  0.27
H5 0.79680 9.50219 1.01350  0.33
H6 1.44854 7.93283 -0.71844  0.36
H7 3.04885 7.95360 0.27523  0.37
H8 2.70021 5.79743 -1.47334  0.39
H9 4.14729 2.10211 0.08773  0.34
H10 3.95044 3.36292 1.47310  0.33
H11 5.06979 5.26058 0.04777  0.33
H12 6.07187 3.66666 0.00035  0.43
H13 4.03584 4.07824 -2.48912  -0.22
H14 5.63174 3.07805 -2.42046  0.44
H15 6.05948 6.20272 -1.71043  0.42
H16 6.97412 5.09842 -2.94229  0.37
H17 1.93412 3.50757 -2.45320  0.52
H18 0.43704 3.30831 -1.32744  0.44
H19 2.49125 0.62359 0.54739  0.23
H20 2.49844 -2.07566 0.03743  0.12
H21 1.73015 -3.09586 -2.50577  0.33
H22 0.86258 -1.26681 -4.45322  0.25
H23 0.81341 1.51430 -3.97930  0.25
H24 0.04799 3.90934 0.74019  -0.13
H25 2.00062 2.66916 2.89857  0.34
H26 0.89959 1.50882 1.74184  0.13
H27 -0.58573 3.99295 3.23593  0.23
H28 -0.21666 2.30418 4.12835  0.38
H29 -1.97998 1.18661 3.03075  0.35
H30 -1.23494 1.53019 1.30539  0.29
H31 -3.21809 3.46671 2.94062  0.34
H32 -2.18866 4.00528 1.34707  -0.09
H33 -3.72744 1.34549 0.65620  0.38
H34 -3.80876 3.08597 -0.12247  0.24
H35 -5.22454 3.84523 2.17646  0.25
H36 -5.68874 1.95096 2.29450  0.20
H37 -6.20922 4.03897 -0.21955  0.30
H38 -6.58816 2.12680 -0.21223  0.25
H39 -8.08519 2.66777 2.11463  0.28
H40 -7.97873 4.52407 1.53182  0.20
H41 -8.96434 3.87739 -0.81140  0.20
H42 -9.39811 2.11413 -0.22775  0.27
H43 -10.38445 4.99778 0.99641  0.24
H44 -10.67974 3.31688 1.92810  0.31
H45 -11.84023 2.43758 -0.53620  0.30
H46 -12.90346 3.59665 0.57973  0.29
H47 -10.94467 4.84215 -1.74183  0.17
H48 -12.72746 4.30088 -2.15019  0.35
H49 -13.33184 6.58546 -2.56467  0.28
H50 -14.65563 6.00705 -1.24395  0.24
H51 -13.72802 7.64041 -1.04185  0.21
H52 0.42142 5.71340 1.97652  0.26
C32 3.35169 -5.69135 6.00704  -0.69
O4 4.54335 -5.45645 5.26835  -0.33
C33 5.01090 -6.61748 4.56554  -0.80
C34 4.81666 -6.45122 3.04756  -0.16
N2 3.39941 -6.50449 2.68162  -0.18
C35 3.12168 -6.07204 1.30788  -0.63
C36 3.48622 -4.61753 0.93020  -0.49
O5 2.68605 -3.62642 1.57709  -0.45
C37 3.10768 -3.29161 2.89160  -0.66
H53 3.18479 -4.83139 6.66357  0.23
H54 2.49028 -5.77786 5.34147  0.29
H55 3.43574 -6.58941 6.62915  0.33
H56 4.55290 -7.53879 4.93632  0.40
H57 6.08802 -6.68322 4.76857  0.39
H58 5.35371 -7.25533 2.52872  0.37
H59 5.26794 -5.49744 2.76405  0.15
H60 2.87107 -5.90594 3.31169  0.09
H61 2.04644 -6.19538 1.15348  0.24
H62 3.62304 -6.75548 0.61378  0.33
H63 3.28296 -4.50511 -0.14156  0.39
H64 4.55251 -4.39923 1.05298  0.30
H65 4.19179 -3.35057 3.00945  0.36
H66 2.60490 -3.93033 3.61656  0.16
H67 2.79512 -2.26527 3.09809  0.30
C38 4.16817 -10.72322 -4.78241  -0.70
O6 2.83245 -10.34631 -5.09014  -0.33
C39 1.84980 -11.17460 -4.45071  -0.79
C40 1.11852 -10.39640 -3.34198  -0.16
N3 1.99815 -10.14251 -2.19868  -0.33
C41 1.46348 -9.17030 -1.23939  -0.71
C42 1.19628 -7.73578 -1.75114  -0.60
O7 2.37690 -7.00317 -2.08350  -0.33
C43 2.89249 -7.26916 -3.38012  -0.66
H68 4.83733 -10.18375 -5.46036  0.23
H69 4.42773 -10.44145 -3.75980  0.29
H70 4.32486 -11.79816 -4.92571  0.34
H71 2.27558 -12.11064 -4.07844  0.40
H72 1.11834 -11.43430 -5.22740  0.39
H73 0.25194 -10.98079 -3.00769  0.37
H74 0.75582 -9.46486 -3.78291  0.16
H75 2.89010 -9.79058 -2.53771  0.06
H76 2.19086 -9.10232 -0.42607  0.39
H77 0.53991 -9.57100 -0.80731  0.41
H78 0.73083 -7.18357 -0.92589  0.35
H79 0.47288 -7.70372 -2.57295  0.43
H80 2.10559 -7.48950 -4.10461  0.34
H81 3.61340 -8.08425 -3.33279  0.16
H82 3.43340 -6.38267 -3.71960  0.32

Properties
E_tot (eV): -90768.233
Energy relative to the best compared isomer or geometry (same formula, charge and spin) (eV): 17.1482
Net charge: +1



Let's list HOMO-LUMO gap in order: 8.71 5.39 eV.
Let's list max |F| in order: 1.01 6.21 eV/Å.
Let's list LUMO level in order: -0.339 -4.462 eV.